1.
Here is 11 unconnected molecules or ions with the total composition C27H76O21S11 from the OMol25 dataset. Energies are from the ωB97M-V functional and the def2-TZVPD basis.

```
! wB97M-V def2-TZVPD RIJCOSX def2/J DEFGRID3
* xyz 0 1
H -5.307 -9.099 -27.751
H -10.609 -11.111 -24.973
O -4.793 -5.442 -23.281
C -7.200 -6.355 -19.259
C -7.736 -12.290 -29.171
H -4.850 -15.734 -25.186
O -5.449 -2.919 -17.716
H -1.375 -8.891 -16.781
H -8.628 -11.668 -26.238
H -10.108 -9.629 -29.757
C -2.541 -11.182 -25.498
H -2.668 -3.976 -17.388
O -7.918 -10.523 -23.697
H -11.825 -10.212 -24.187
O -8.757 -11.527 -17.802
O -3.518 -13.717 -23.932
H -4.149 -7.083 -19.766
H -3.271 -2.773 -23.277
H -2.986 -5.668 -17.301
O -1.234 -10.812 -25.734
H -8.681 -11.134 -30.805
S -7.730 -9.030 -23.880
H -6.827 -8.689 -21.645
H -2.493 -6.622 -20.068
H -3.743 -6.168 -25.830
O -0.481 -13.150 -26.802
H -0.346 -10.378 -16.726
S -12.615 -12.474 -24.188
H -5.666 -12.184 -19.519
H -11.174 -9.809 -27.093
O -2.374 -8.303 -27.324
O -6.575 -3.980 -24.208
H -0.490 -9.437 -19.007
C -2.880 -10.750 -24.075
C -10.141 -8.548 -29.620
H -13.812 -12.675 -22.242
H -2.721 -12.243 -25.672
O -3.933 -9.759 -20.997
C -2.415 -8.168 -30.097
H -6.057 -13.705 -22.134
H -5.659 -8.565 -25.241
C -8.689 -11.855 -20.661
H -6.115 -7.549 -22.705
O 1.196 -11.256 -26.316
H -2.682 -3.587 -26.885
C -11.000 -8.748 -26.912
O -1.574 -9.026 -21.370
H -5.579 -12.062 -22.597
C -8.618 -12.744 -26.068
S -9.532 -8.174 -27.889
C -3.439 -5.130 -25.697
H -6.805 -9.678 -25.990
H -9.313 -12.720 -30.697
H -9.150 -12.964 -25.143
H -5.579 -9.284 -22.876
C -0.493 -10.945 -28.307
H -3.044 -10.716 -26.345
C -7.214 -5.596 -17.969
O -5.921 -5.385 -17.405
H -4.035 -10.179 -28.357
C -5.672 -15.181 -24.730
C -4.361 -2.789 -23.275
H -13.508 -10.867 -22.501
S -3.261 -7.904 -28.488
C -6.396 -8.600 -22.642
O -9.836 -14.971 -27.206
S -4.870 -4.174 -18.111
H -6.021 -11.451 -18.139
H -3.964 -10.829 -23.995
H -2.986 -5.088 -27.835
H -6.330 -6.102 -19.865
H -3.790 -4.495 -16.087
H -9.492 -8.024 -30.322
O -8.329 -9.140 -27.689
S -4.981 -13.540 -24.405
H -4.657 -2.730 -22.228
C -6.718 -8.758 -25.412
H -2.673 -9.690 -23.922
C -11.315 -11.175 -24.145
O -2.599 -9.232 -18.964
H -8.689 -10.778 -20.829
C -1.373 -9.920 -18.588
H -9.683 -12.255 -20.862
H -1.457 -11.176 -28.761
H -12.273 -11.882 -21.749
H -3.727 -6.950 -21.511
H -7.120 -7.862 -25.884
H -7.644 -12.484 -31.326
H -7.668 -4.634 -18.208
O -4.662 -4.433 -19.527
H -7.067 -12.901 -23.232
H -10.626 -11.276 -23.307
C -13.101 -11.878 -22.458
O -8.088 -13.542 -28.514
H -6.374 -14.951 -25.532
H -2.898 -7.744 -30.978
S -9.477 -13.534 -27.485
C -6.016 -12.992 -22.958
H -2.163 -10.407 -16.699
H -2.337 -9.237 -30.296
H -0.383 -9.871 -28.157
H -6.226 -10.593 -19.619
H 0.245 -11.220 -29.061
O -11.750 -13.753 -24.074
H -8.054 -6.058 -19.867
H -7.861 -6.037 -17.211
C -1.267 -9.929 -17.097
S -8.101 -12.273 -18.930
H -5.177 -9.389 -29.456
C -6.458 -11.541 -19.134
H -8.073 -11.509 -28.489
H -1.466 -10.906 -19.043
H -5.985 -15.694 -23.821
S -0.165 -11.701 -26.710
H -10.788 -8.556 -25.860
H -2.942 -5.158 -24.726
H -11.876 -8.222 -27.293
H -6.673 -12.061 -29.245
H -4.818 -1.875 -23.654
C -8.383 -12.161 -30.593
O -10.457 -12.600 -28.012
C -4.583 -9.257 -28.551
H -11.166 -8.202 -29.757
H -1.617 -5.004 -26.710
H -1.419 -7.727 -30.039
H -7.112 -7.425 -19.067
H -7.569 -13.037 -26.021
S -5.156 -4.258 -24.025
C -3.433 -4.695 -17.098
H -7.964 -12.322 -21.327
C -3.349 -7.135 -20.506
C -2.641 -4.676 -26.887
S -2.829 -8.883 -20.604
H -2.418 -11.343 -23.286
O -4.475 -4.252 -25.499
*
```

HOMO-LUMO gap (eV): 8.65
Energy above the lowest of the compared OMol25 structures with the same formula, charge and spin (eV): 4.159
Max |F| (eV/Å): 5.13

Results of the Löwdin charge analysis, in e, for atoms 1 through 2: 0.0162, 0.0145

***

2.
Here is 9 unconnected molecules or ions with the total composition C27H77N7O12 from the OMol25 dataset. Energies are from the ωB97M-V functional and the def2-TZVPD basis.

```
! wB97M-V def2-TZVPD RIJCOSX def2/J DEFGRID3
* xyz 0 1
C 2.713 18.549 9.819
H 2.647 11.208 13.676
H -1.194 30.225 19.537
H 10.598 15.211 16.557
H 9.080 14.748 16.865
H -8.872 20.631 14.236
H 5.719 14.882 17.738
H -7.328 20.749 12.538
H -5.425 20.113 11.696
H -9.740 19.190 13.759
C -7.767 19.935 11.961
H 4.203 22.266 21.086
H -0.923 21.777 17.675
H 3.015 12.773 14.451
C 3.993 21.639 20.219
H -2.538 22.268 17.062
O 0.783 13.969 13.655
C -10.942 13.998 17.555
H -0.468 19.370 15.396
C 9.371 16.576 17.352
H -1.382 27.575 19.939
O 3.772 22.600 17.776
H -0.732 19.029 8.364
C -9.866 15.776 19.027
C -0.399 29.869 18.883
H 7.752 17.579 18.261
C 0.424 22.090 8.751
N -12.019 14.838 19.406
H 0.633 22.469 7.750
H 5.584 22.300 18.806
O 7.023 16.250 17.020
H 1.214 12.609 15.638
H -5.009 15.536 13.808
H -11.430 14.773 16.963
H 1.794 12.765 12.233
O -3.697 15.375 11.536
H 0.296 12.092 13.047
H 4.630 23.582 19.389
H -10.545 20.711 13.735
N -0.637 19.988 8.059
C -0.428 27.375 19.451
H -11.519 13.083 17.423
H 10.544 17.171 15.589
H -0.536 30.553 18.045
C 2.222 12.078 14.175
H -6.928 18.894 8.700
H -8.594 18.790 9.336
H -10.250 13.671 19.615
H 10.011 17.072 18.081
H 3.094 18.995 10.738
C 0.754 19.967 10.130
N -1.368 28.240 17.436
H -7.492 20.931 10.153
H -12.512 15.516 18.843
O 1.585 11.759 15.393
H 0.246 14.412 12.995
H 4.826 16.120 17.206
O -9.125 20.257 12.165
H -4.086 16.253 11.521
H -4.033 13.418 11.878
H 1.425 20.521 10.786
H 8.839 16.704 15.200
C -1.677 20.740 16.167
C -7.183 19.952 10.520
H -1.428 29.016 16.792
H -2.257 28.048 17.874
H -3.841 14.251 14.154
H 4.474 20.662 20.203
C 9.506 17.175 15.922
O -2.669 20.403 15.612
C 4.548 22.558 19.027
H -0.614 26.440 18.923
H 3.017 17.504 9.759
H -0.062 27.267 22.252
C 5.789 15.969 17.694
H 0.677 28.346 17.978
N -0.513 20.121 16.070
C -10.679 14.447 18.981
C -9.588 20.241 13.513
C 0.527 26.639 21.582
H -7.588 18.964 12.424
H 8.063 16.067 18.903
H -9.980 13.761 17.101
H 5.574 16.419 18.664
C -0.326 28.439 18.393
H -0.122 19.920 10.778
H -5.203 20.145 10.023
C -4.734 14.506 13.583
H -7.305 17.824 9.984
O 2.623 21.473 20.043
H 2.851 22.688 18.032
C -7.537 18.818 9.601
H -6.278 13.858 14.750
C 0.492 20.612 8.755
H -0.591 22.439 8.941
H 0.109 25.637 21.490
H -5.423 14.241 11.518
H -12.206 15.005 20.385
C -7.785 16.735 18.402
H -8.092 17.402 17.596
O 0.660 27.355 20.369
O -5.782 13.549 13.988
H 1.308 22.478 9.256
H 9.301 18.245 15.890
O -8.588 15.544 18.526
C -4.495 14.386 12.070
H 3.196 18.967 8.936
C 8.045 16.579 17.941
N -1.701 21.704 17.034
N 9.872 15.235 17.259
H -9.813 16.217 20.022
N -5.769 19.818 10.793
C 1.221 12.658 13.154
H -7.742 17.239 19.367
O 1.347 18.682 9.887
H 0.558 30.018 19.384
H 0.337 20.449 16.506
H 2.495 20.531 20.176
H -6.792 16.385 18.118
H -10.322 16.564 18.428
H 1.385 20.338 8.194
H -0.453 19.974 7.066
H 1.482 26.342 22.017
*
```

SMILES: COC[C@H](C)N.COC[C@H](C)N.COC[C@H](C)N.COC[C@H](C)N.COC[C@H](C)N.NC(N)=O.OCCO.OCCO.OCCO
HOMO-LUMO gap (eV): 8.74
Max |F| (eV/Å): 4.12

Results of the Löwdin charge analysis, in e, for atoms 1 through 2: -0.1397, 0.1168